[1]
Computed, not measured: 2 unconnected molecules or ions with the total composition C5H14N2O at a distorted geometry, with ωB97M-V with the def2-TZVPD basis set.

Output
Total charge: 0
HOMO level (eV): -8.85
SMILES string: [H]/N=C\NC.CCCO
Energy relative to the best compared isomer or geometry (same formula, charge and spin) (eV): 2.503
Spin multiplicity: 1
Electronic energy (eV): -10438.525

XYZ file:
```
22
Properties=species:S:1:pos:R:3:forces:R:3
C -2.8413 0.6674 -0.2958 0.00 0.66 0.86
N -0.6912 -2.1919 -0.0598 -1.67 -1.46 0.83
C -1.5460 -1.2887 0.2983 0.57 -0.50 -2.11
N -2.5369 -0.7282 -0.4923 0.27 -1.24 -0.85
H -1.9749 1.3652 -0.3622 -0.36 -0.58 -0.21
H -3.2160 0.7542 0.7357 -0.14 0.30 -0.37
H -3.6046 1.0044 -0.9953 -0.04 -0.12 0.12
H -1.0231 -2.9046 -0.7856 0.61 2.03 0.57
H 1.5254 -1.9209 1.3262 -0.02 0.58 -0.16
H -1.4919 -0.8109 1.2694 0.52 0.24 0.10
H -2.5786 -1.0999 -1.4605 0.19 0.57 1.12
C 2.1422 -0.6280 0.0164 0.29 1.23 -1.60
O 1.8714 -1.0102 1.3319 -0.18 -0.28 0.37
C 2.3563 0.9134 -0.1412 0.19 -0.27 2.63
C 1.0897 1.7082 0.2778 0.32 0.44 -2.12
H 1.3381 -0.8932 -0.6910 -0.05 -0.05 0.45
H 3.0311 -1.1099 -0.3918 0.32 -0.24 0.20
H 2.6762 1.1338 -1.1488 -0.17 -0.02 -0.40
H 3.2105 1.2605 0.5335 -0.92 -0.57 -0.81
H 1.1594 2.7499 -0.1174 -0.14 -0.67 0.23
H 0.9065 1.7923 1.3173 0.17 -0.22 1.13
H 0.1976 1.2372 -0.1647 0.24 0.18 0.01
```
Positions in Å, forces in eV/Å.

The molecule's natural (NBO) atomic charges, reported in e, are given here: -0.41, -0.77, 0.32, -0.63, 0.19, 0.20, 0.21, 0.35, 0.49, 0.17, 0.38, -0.06, -0.73, -0.41, -0.61, 0.16, 0.15, 0.20, 0.20, 0.20, 0.21, 0.19

[2]
Computed, not measured: 2 unconnected molecules or ions with the total composition C4H6N2O, with ωB97M-V with the def2-TZVPD basis set.

Output
Total charge: 0
HOMO level (spin up / spin down) (eV): -8.62 / -8.27
Energy relative to the best compared isomer or geometry (same formula, charge and spin) (eV): 4.638
Spin multiplicity: 1
Electronic energy (eV): -9268.864

XYZ file:
```
13
Properties=species:S:1:pos:R:3:forces:R:3
C -2.0686 0.0176 -0.2933 -0.48 -0.58 -0.09
O -1.1824 0.9174 -0.2854 0.70 0.49 -0.06
C 0.1530 0.6461 -0.2860 -0.39 -0.27 0.09
C 1.1832 1.5844 -0.4028 0.20 0.17 -0.01
N 2.3303 0.9158 -0.2751 -0.18 0.11 -0.02
C 1.9346 -0.3734 -0.0806 0.17 -0.17 -0.01
N 0.6257 -0.6018 -0.0926 0.04 0.30 -0.14
H -3.0914 0.3578 -0.1847 0.15 0.04 -0.09
H -1.2486 -2.0859 1.5652 0.03 -0.08 0.11
H -1.7807 -1.0224 -0.4033 -0.01 0.15 0.09
H 1.1215 2.6498 -0.5865 0.01 -0.15 0.08
H 2.6520 -1.1663 0.1008 -0.10 0.12 -0.09
H -0.6286 -1.8389 1.2245 -0.14 -0.13 0.15
```
Positions in Å, forces in eV/Å.

The molecule's natural (NBO) atomic charges, reported in e, are given here: 0.14, -0.30, 0.29, -0.05, -0.48, 0.20, -0.56, 0.18, -0.05, 0.21, 0.21, 0.19, 0.04

[3]
Computed, not measured: a single C3H6N2S molecule at a distorted geometry, with ωB97M-V with the def2-TZVPD basis set.

Output
Total charge: 0
HOMO level (eV): -8.56
SMILES string: SN1C=NCC1
Energy relative to the best compared isomer or geometry (same formula, charge and spin) (eV): 1.477
Spin multiplicity: 1
Electronic energy (eV): -17022.564

XYZ file:
```
12
Properties=species:S:1:pos:R:3:forces:R:3
C -0.3142 0.8479 0.4059 -1.29 0.33 -1.08
C -1.1777 -0.3639 0.8955 0.00 0.13 -0.84
C 0.2516 -1.0953 -0.6725 -0.60 -0.40 0.17
H 2.8692 0.5196 -0.8735 -0.13 0.40 -0.22
H 0.2168 1.2840 1.2193 0.21 0.88 0.46
H -0.9849 1.5611 -0.1934 1.10 -0.57 1.19
H -1.1168 -0.5915 1.9807 0.16 0.17 -0.69
H -2.2368 -0.1894 0.6332 0.40 -0.09 0.39
H 0.8025 -1.6997 -1.4296 -0.60 0.36 0.77
N 0.6400 0.2288 -0.5227 -0.30 -0.62 -0.07
N -0.7173 -1.5000 0.0704 1.00 -0.17 -0.64
S 1.7676 0.9985 -1.5133 0.06 -0.43 0.56
```
Positions in Å, forces in eV/Å.

The molecule's natural (NBO) atomic charges, reported in e, are given here: -0.24, -0.26, 0.26, 0.10, 0.20, 0.19, 0.20, 0.20, 0.20, -0.61, -0.47, 0.21